(1)
11
Properties=species:S:1:pos:R:3:forces:R:3 method="wB97M-V/def2-TZVPD" e_tot_ev=-14510.9312 relative_energy_kj_mol=166.89 charge=0 smiles="C=CN.S"
C -1.016093 0.568171 0.642886 0.2 -0.5 0.0
C -0.739791 -0.473650 -0.182552 -2.1 0.9 -0.5
N -1.423797 -0.587365 -1.407691 1.8 -0.3 0.0
H -1.304424 0.340900 1.665454 1.4 0.5 0.4
H -1.245038 1.549666 0.237363 -0.9 -0.3 -0.1
H -0.084107 -1.304214 0.032815 -0.4 -0.4 0.5
H -2.290754 -0.092126 -1.478437 -0.1 0.0 0.1
H -1.462443 -1.543696 -1.724960 0.0 0.3 -0.3
S 2.704870 0.120898 0.734057 0.8 -0.1 0.7
H 3.898947 0.183361 1.424593 -0.8 0.0 -0.6
H 2.962634 1.238060 0.056467 0.0 0.2 -0.1

***

(2)
22
Properties=species:S:1:pos:R:3:forces:R:3 method="wB97M-V/def2-TZVPD" e_tot_ev=-10781.4423 relative_energy_kj_mol=225.28 charge=+1
C 0.001816 -0.651395 1.779035 -2.5 2.8 -0.2
C 0.196332 -0.720174 0.290940 0.5 -0.7 0.2
C 0.062247 -2.114820 -0.290423 0.1 0.3 -2.3
N -1.494674 2.121088 -0.989144 -0.5 -1.1 -0.8
N 0.605736 0.237042 -0.445812 -0.5 -1.0 -1.2
N 0.083974 -3.182809 0.526994 -0.2 -0.7 0.0
N -0.107156 -2.103466 -1.573538 -2.0 -1.5 0.7
N 0.929658 2.647708 0.019176 -1.0 1.2 1.2
H -0.811323 -1.269725 2.120783 -0.1 -0.7 -0.1
H -0.223619 0.321906 2.340111 0.7 -0.9 -1.5
H 0.917822 -1.008380 2.080001 2.2 -1.0 1.4
H -2.132600 2.617933 -1.654901 0.9 -0.8 0.6
H -1.876177 1.169444 -0.842039 -0.5 0.9 0.0
H 0.543787 1.285595 -0.171520 0.6 0.3 1.1
H 0.834309 0.130902 -1.464149 -0.4 -1.0 1.2
H 0.165506 -4.152083 0.203747 -0.1 0.9 -0.1
H 0.288723 -3.040148 1.481748 0.1 -0.1 0.9
H -0.628707 1.813663 -1.460148 -1.0 1.1 -0.4
H -0.630660 -3.008300 -1.857225 1.8 1.5 0.2
H 1.225165 2.808741 -0.903902 -0.2 0.9 -1.8
H 0.247711 3.365773 0.341260 0.9 -0.8 -0.6
H 1.802130 2.731507 0.469007 1.1 0.3 1.5

***

(3)
16
Properties=species:S:1:pos:R:3:forces:R:3 method="wB97M-V/def2-TZVPD" e_tot_ev=-31986.9823 relative_energy_kj_mol=162.84 charge=-1
C -0.914133 0.271034 0.250468 -0.7 0.4 1.0
C -1.911988 -0.640112 0.178864 0.2 0.0 -0.6
C -1.678084 -2.029874 -0.091946 2.6 1.1 0.3
C 0.675629 -1.506663 0.157718 -2.9 -0.7 -0.8
C -2.875376 -2.662166 -0.247023 1.3 2.2 1.7
C -3.433911 -0.576189 0.147664 0.5 1.5 -0.3
C 1.489120 0.744704 -0.051130 0.3 3.1 2.8
N -3.935341 -1.767108 -0.029588 -0.3 -1.0 -0.6
N 0.439805 -0.208069 0.210721 -0.4 -0.8 -0.3
S 2.008186 -2.347440 -0.070473 0.6 -0.5 0.1
S -4.250599 0.887175 0.065945 -0.2 0.3 0.4
H -1.019410 1.357336 0.526521 0.0 -1.4 -0.5
H -3.048750 -3.675353 -0.214387 -0.4 -2.1 -0.5
H 0.873778 1.641201 -0.370048 1.5 -0.7 -0.1
H 2.073659 1.126695 0.963658 -1.6 -1.1 -2.2
H 2.311009 0.451172 -0.701980 -0.6 -0.4 -0.3

***

(4)
10
Properties=species:S:1:pos:R:3:forces:R:3 method="wB97M-V/def2-TZVPD" e_tot_ev=-11690.4356 relative_energy_kj_mol=525.61 charge=0 smiles="NO/C=N/[N+](=O)[O-]"
N -2.542274 -0.665463 -0.143340 -0.2 0.5 0.0
O -1.196082 0.127255 0.031606 -1.9 -0.7 0.6
C 0.142463 0.189993 -0.124855 1.3 1.8 0.4
N 1.218776 -0.541978 -0.066319 -4.7 -0.5 -0.1
N 2.421245 0.140846 -0.071932 -1.2 0.5 1.8
O 3.159516 -0.174880 -0.918376 2.1 -0.6 -2.5
O 2.649850 0.868344 0.862567 0.0 0.7 0.5
H -3.222943 0.163764 0.058794 2.0 -1.9 -0.2
H -2.756132 -1.450608 0.546319 1.3 1.6 -0.5
H 0.125577 1.342729 -0.174462 1.2 -1.6 -0.1

***

(5)
11
Properties=species:S:1:pos:R:3:forces:R:3 method="wB97M-V/def2-TZVPD" e_tot_ev=-19250.5905 relative_energy_kj_mol=416.99 charge=0 smiles="F[C@@H]1[C@@H]2C=NS[C@@H]12"
F 2.212734 0.719170 1.465062 1.4 -0.7 -0.2
C 0.946989 0.364721 1.408193 -3.6 0.7 0.5
C 0.183536 -0.853831 0.720275 -2.6 1.5 -1.8
C -0.452933 -1.632066 -0.593026 1.9 1.0 1.6
N -1.131809 -0.921839 -1.378457 -0.3 -0.2 0.5
S -1.154762 0.703591 -0.943092 0.2 1.2 0.2
C 0.333482 0.578924 -0.000597 1.0 -0.7 1.6
H 0.460769 0.691825 2.404098 0.5 -0.8 -1.8
H -0.882895 -0.734148 1.229549 2.1 -0.1 -0.4
H -0.436142 -2.669859 -0.704219 0.2 -1.5 -0.1
H 1.276075 0.688571 -0.585383 -0.9 -0.5 -0.1

***

(6)
10
Properties=species:S:1:pos:R:3:forces:R:3 method="wB97M-V/def2-TZVPD" e_tot_ev=-17092.7033 relative_energy_kj_mol=235.60 charge=0 smiles="O=CC#CCS"
O 3.140632 -0.841496 -0.007958 -1.0 0.3 0.4
C 2.543439 0.214700 -0.009974 0.4 -0.8 -0.7
C 1.109102 0.453536 0.050507 2.9 -1.0 0.2
C -0.028539 0.757144 -0.008253 -2.7 0.7 0.3
C -1.490114 0.934098 0.031970 1.9 0.0 -0.1
S -2.239780 -0.649967 -0.085225 -1.0 -1.2 -0.5
H 3.115924 1.106594 -0.201724 0.3 0.9 0.1
H -1.791872 1.306844 0.984476 -0.1 1.0 0.4
H -1.751936 1.546480 -0.795576 -0.7 0.7 -0.5
H -1.664020 -0.985339 1.054591 0.0 -0.6 0.4

***

Result set for gap between HOMO and LUMO: 8.5726; 9.1129; 5.9753; 10.1316; 9.8686; 9.6823 eV, one per record in the order listed.